1.
{"formula": "C3H11N2", "method": "ωB97M-V/def2-TZVPD", "species": ["N", "N", "C", "C", "C", "H", "H", "H", "H", "H", "H", "H", "H", "H", "H", "H"], "coordinates": [[-1.34553, 1.20984, 0.89366], [-2.20277, 3.16171, 2.06693], [1.24628, -2.93467, -1.58519], [-1.30873, 2.37597, 1.50516], [1.83521, -1.50935, -1.52542], [1.09962, -0.79001, -1.08056], [-0.95326, 1.15459, 0.03548], [-0.35055, 2.89074, 1.19370], [-1.37265, 0.33426, 1.36629], [-1.78821, 3.53795, 2.90614], [-3.22090, 3.02520, 2.26597], [2.63058, -1.35677, -0.77524], [0.55499, -3.16316, -0.72921], [2.05647, -3.52760, -1.44007], [0.87481, -3.19926, -2.56849], [2.24466, -1.20944, -2.52914]], "multiplicity": 2, "total_charge": 2, "homo_lumo_gap_ev": [10.84, 4.25], "s2": 0.753, "e_lumo_ev": [-8.085, -14.674], "homo_ev": [-18.920, -18.919]}

=====

2.
{"formula": "C11H31BN2O3PS", "method": "ωB97M-V/def2-TZVPD", "species": ["S", "P", "O", "O", "O", "N", "N", "C", "C", "C", "C", "C", "C", "C", "C", "C", "C", "C", "B", "H", "H", "H", "H", "H", "H", "H", "H", "H", "H", "H", "H", "H", "H", "H", "H", "H", "H", "H", "H", "H", "H", "H", "H", "H", "H", "H", "H", "H", "H", "H"], "coordinates": [[1.23105, -2.83926, 4.32229], [0.43556, -2.28804, 1.56686], [-1.70100, -2.78912, 5.02150], [0.82518, 4.85641, -3.18681], [0.24396, 0.43327, -2.30039], [2.15728, 2.78327, -1.54039], [-0.09681, -3.11030, 3.14906], [2.68377, 3.37609, -2.76578], [-0.59034, -2.91803, 0.19198], [2.37565, 1.34761, -1.42817], [2.22127, 4.80830, -2.91759], [-2.70977, -2.45403, 2.74045], [-0.47398, -4.43387, 0.02823], [1.66073, 0.44733, -2.43607], [0.05642, 5.44670, -2.15594], [-4.03567, -2.14453, 3.45599], [0.01211, -0.49539, 1.65605], [-0.43300, 1.46393, -3.00941], [-1.52457, -2.76762, 3.68817], [2.47401, 5.39746, -2.03234], [3.45082, 1.15143, -1.46931], [-4.12656, -2.62873, 4.41562], [-2.50213, -1.66849, 2.01977], [1.28121, -4.08304, 4.82590], [-0.09707, -4.11146, 2.93380], [-0.15326, -0.14848, 2.66802], [0.05722, 4.83501, -1.24611], [-2.85125, -3.35745, 2.13847], [2.35925, 2.83016, -3.66155], [0.80279, 0.05736, 1.17003], [0.42165, 6.44825, -1.91372], [-4.14352, -1.07307, 3.55688], [1.98538, -0.57965, -2.23991], [-1.61476, -2.56281, 0.21169], [-0.12130, -2.44120, -0.66617], [3.77617, 3.35329, -2.73171], [2.73580, 5.25207, -3.77387], [1.95101, 0.66690, -3.46788], [-4.85025, -2.46132, 2.81762], [2.03885, 1.04844, -0.43080], [-1.41606, 1.08169, -3.28372], [-0.96664, 5.52818, -2.51812], [0.09776, 1.74624, -3.91992], [-0.88331, -0.32245, 1.06974], [-0.58556, 2.34781, -2.38547], [-0.66588, -4.68270, -1.00594], [0.55471, -4.72691, 0.21953], [-1.36572, -3.61222, 5.42670], [-1.14445, -4.97252, 0.68665], [1.16328, 2.96551, -1.49391]], "total_charge": 1, "homo_lumo_gap_ev": 6.99, "e_lumo_ev": -3.725, "homo_ev": -10.712}

=====

3.
{"formula": "C7H14N4O", "method": "ωB97M-V/def2-TZVPD", "species": ["O", "N", "N", "N", "N", "C", "C", "C", "C", "C", "C", "C", "H", "H", "H", "H", "H", "H", "H", "H", "H", "H", "H", "H", "H", "H"], "coordinates": [[-3.20220, -0.97089, -0.70488], [-4.41881, 0.49933, 0.81124], [0.23024, 0.20905, -0.77967], [-1.87985, -1.00110, -1.08308], [-1.29852, 0.02955, -0.52146], [2.46024, -0.81399, -0.73126], [0.36154, 1.50278, -1.37665], [0.59828, -1.60973, 0.87221], [1.21671, -0.39169, 0.20810], [-2.06272, 0.70389, 0.33360], [1.70910, 0.58401, 1.23656], [-3.36943, 0.15993, 0.16899], [2.63283, 1.27134, 0.92229], [1.98381, -1.41037, -1.55932], [-5.24986, 0.17443, 0.32571], [1.53142, -2.24417, 1.24906], [0.65823, 2.23184, -0.64020], [1.03205, 1.28846, 1.81833], [-1.74604, 1.36427, 1.10319], [2.92995, 0.10537, -1.16338], [-0.59158, 1.93914, -1.83933], [0.13230, -2.26481, 0.09144], [3.14341, -1.47378, -0.14521], [1.17991, 1.55389, -2.18431], [2.20205, -0.10239, 1.96574], [-0.18307, -1.33436, 1.62228]], "homo_lumo_gap_ev": [8.24, 8.24], "e_lumo_ev": [0.566, 0.566], "homo_ev": [-7.673, -7.674]}

=====

4.
{"formula": "C3H15NO4", "method": "ωB97M-V/def2-TZVPD", "species": ["O", "O", "O", "O", "N", "C", "C", "C", "H", "H", "H", "H", "H", "H", "H", "H", "H", "H", "H", "H", "H", "H", "H"], "coordinates": [[-1.60695, -0.68371, 2.39185], [-1.56974, 1.59215, -0.63820], [0.65391, 2.45503, -1.97034], [2.61516, 0.38278, -0.74475], [0.28253, -0.30529, 0.93601], [-0.20832, -0.39689, 2.26576], [-1.00187, -1.60581, -0.77408], [0.25484, -1.45435, 0.02060], [0.80504, 3.30647, -1.54619], [-2.13613, 0.04594, 2.05172], [-0.91928, 1.86521, -1.31069], [1.29355, 1.73875, -1.94144], [-1.41551, -0.69627, -1.17867], [1.08369, -1.27700, -0.66033], [-2.14360, 0.92718, -1.01532], [0.20064, -1.26899, 2.78530], [-1.77960, -2.30194, -0.46728], [0.08459, 0.58408, 0.50032], [3.49396, 0.69606, -0.59705], [-0.76272, -2.17108, -1.69562], [-0.00136, 0.51669, 2.82866], [2.14056, 0.31938, 0.09381], [0.63663, -2.26839, 0.66591]], "homo_lumo_gap_ev": 9.55, "smiles": "CCNCO.O.O.O", "e_lumo_ev": 0.561, "homo_ev": -8.991}

=====

5.
{"formula": "C3N3O", "method": "ωB97M-V/def2-TZVPD", "species": ["O", "N", "N", "N", "C", "C", "C"], "coordinates": [[0.04489, 1.96411, -2.11280], [0.49539, -0.30103, 0.61776], [0.42033, -2.43078, 1.79372], [-0.12493, 0.38536, -0.23178], [0.18021, 1.15900, -1.31554], [0.32483, -1.46228, 1.13434], [-1.34072, 0.68562, 0.11431]], "total_charge": 1, "homo_lumo_gap_ev": [8.33, 7.04], "e_lumo_ev": [-8.340, -8.837], "homo_ev": [-16.666, -15.875]}

=====

6.
{"formula": "C20H52F6NO24S8", "method": "ωB97M-V/def2-TZVPD", "species": ["S", "S", "S", "S", "S", "S", "S", "S", "F", "F", "F", "F", "F", "F", "O", "O", "O", "O", "O", "O", "O", "O", "O", "O", "O", "O", "O", "O", "O", "O", "O", "O", "O", "O", "O", "O", "O", "O", "N", "C", "C", "C", "C", "C", "C", "C", "C", "C", "C", "C", "C", "C", "C", "C", "C", "C", "C", "C", "C", "H", "H", "H", "H", "H", "H", "H", "H", "H", "H", "H", "H", "H", "H", "H", "H", "H", "H", "H", "H", "H", "H", "H", "H", "H", "H", "H", "H", "H", "H", "H", "H", "H", "H", "H", "H", "H", "H", "H", "H", "H", "H", "H", "H", "H", "H", "H", "H", "H", "H", "H", "H"], "coordinates": [[-18.13764, -7.91074, 13.49163], [-20.75424, -8.18080, 20.69221], [-16.90498, -10.10085, 20.83956], [-14.73039, -9.66543, 16.38877], [-21.80467, -5.00160, 16.20698], [-19.97758, -12.22043, 19.21485], [-21.86220, -9.60141, 15.38469], [-16.86282, -5.72417, 19.76456], [-19.49528, -14.66769, 18.18813], [-17.75004, -13.38930, 18.65756], [-16.56512, -10.98594, 14.87880], [-14.59333, -11.57704, 14.34419], [-15.42186, -12.19997, 16.37651], [-18.98613, -13.01267, 16.89150], [-17.19805, -5.09627, 21.04304], [-22.83338, -4.43122, 15.33398], [-15.63210, -9.47949, 21.66813], [-19.00004, -8.85339, 12.77233], [-20.50897, -9.05113, 15.40869], [-17.47628, -8.95084, 20.11129], [-21.19316, -3.73103, 17.16385], [-18.48075, -6.35790, 13.02054], [-17.98722, -7.92082, 14.94419], [-22.10594, -6.05323, 17.15468], [-14.49676, -8.64656, 15.35333], [-15.85733, -9.31809, 17.30289], [-16.38286, -4.44853, 18.82879], [-17.83632, -6.48574, 18.99394], [-20.46801, -8.06352, 19.30097], [-13.53533, -10.01089, 17.17215], [-21.36619, -12.37928, 18.81654], [-20.63236, -9.45933, 21.38905], [-19.39696, -10.94515, 18.77288], [-22.22543, -7.61487, 21.02095], [-22.12900, -10.89921, 14.70658], [-19.75432, -12.54478, 20.65225], [-22.92370, -8.44890, 14.92905], [-17.72053, -10.94184, 21.72065], [-18.48344, -8.63993, 17.46772], [-22.45090, -9.72732, 17.16003], [-15.15111, -6.56503, 19.91485], [-18.98194, -13.44129, 18.14534], [-20.19636, -4.14658, 18.18711], [-20.34187, -5.41400, 15.19301], [-18.80962, -6.11233, 11.68526], [-23.84656, -5.93358, 21.14448], [-15.94435, -11.22959, 19.73759], [-13.59319, -9.38150, 22.75359], [-14.64647, -10.32868, 22.38209], [-15.36489, -11.23496, 15.41905], [-19.68952, -2.92097, 18.91365], [-19.74888, -7.07241, 21.66151], [-15.82073, -2.25812, 18.81661], [-20.02681, -5.17584, 11.56224], [-22.67045, -6.46256, 20.37294], [-16.41053, -7.82606, 12.83000], [-24.24396, -7.28260, 13.46508], [-23.04163, -8.21084, 13.58726], [-15.33671, -3.57865, 19.23398], [-12.74361, -9.94999, 23.13195], [-18.97304, -9.25097, 18.10570], [-15.01269, -10.80898, 23.28944], [-22.50320, -8.67548, 17.44107], [-18.72316, -7.43672, 21.60417], [-22.92990, -6.74357, 19.35225], [-23.29522, -9.17942, 13.15641], [-15.06020, -3.71370, 20.27964], [-20.09301, -4.99299, 10.48973], [-15.00480, -1.53789, 18.87689], [-24.34849, -5.13154, 20.60329], [-16.32308, -8.86605, 12.51553], [-19.03654, -3.30552, 19.69713], [-15.31494, -7.48953, 20.46853], [-19.86935, -4.17588, 11.96646], [-20.78932, -6.15245, 14.52773], [-14.53080, -5.93867, 20.55595], [-23.60636, -5.52734, 22.12701], [-19.28289, -2.11958, 18.29678], [-16.63206, -11.30877, 18.89564], [-15.79460, -7.43899, 13.64173], [-15.11967, -10.65794, 19.31187], [-14.22695, -11.09039, 21.72491], [-18.02286, -5.61327, 11.11953], [-25.14879, -7.70792, 13.89920], [-19.39286, -4.69032, 17.69028], [-24.47299, -7.17184, 12.40519], [-20.10827, -4.57613, 14.53613], [-21.96418, -5.63318, 20.33543], [-18.61931, -7.69083, 17.78529], [-19.02972, -7.01376, 11.11336], [-15.73158, -12.21612, 20.14939], [-17.48557, -8.79028, 17.42577], [-21.02213, -5.57438, 11.75871], [-23.41131, -10.24177, 17.12779], [-13.89317, -8.57684, 23.42488], [-16.64361, -2.09705, 19.51304], [-20.64475, -4.79568, 18.93925], [-24.00563, -6.31119, 13.89827], [-20.21744, -7.01723, 22.64410], [-22.15258, -7.72562, 13.18447], [-21.67716, -10.14729, 17.80271], [-13.10772, -8.88021, 21.91625], [-16.48438, -7.21272, 11.93197], [-20.53598, -2.42015, 19.38354], [-19.53817, -5.77245, 15.83620], [-19.90906, -6.12263, 21.15127], [-18.92203, -8.79099, 16.57056], [-14.71068, -6.72130, 18.93012], [-14.46532, -3.94229, 18.68942], [-16.23147, -2.21885, 17.80773], [-24.58008, -6.72052, 21.31990]], "total_charge": -1, "homo_lumo_gap_ev": 7.80, "e_lumo_ev": 1.803, "homo_ev": -6.001}

=====

Q: Number 1 is which compound?
A: C3H11N2

=====

Copy entry 5 word for word.
{"formula": "C3N3O", "method": "ωB97M-V/def2-TZVPD", "species": ["O", "N", "N", "N", "C", "C", "C"], "coordinates": [[0.04489, 1.96411, -2.11280], [0.49539, -0.30103, 0.61776], [0.42033, -2.43078, 1.79372], [-0.12493, 0.38536, -0.23178], [0.18021, 1.15900, -1.31554], [0.32483, -1.46228, 1.13434], [-1.34072, 0.68562, 0.11431]], "total_charge": 1, "homo_lumo_gap_ev": [8.33, 7.04], "e_lumo_ev": [-8.340, -8.837], "homo_ev": [-16.666, -15.875]}